{
  "formula": "C44H69BN12OPRbS4",
  "method": "wB97M-V/def2-TZVPD",
  "charge": -2,
  "e_tot_ev": -120647.1885,
  "homo_lumo_gap_ha": 0.207,
  "elements": ["H", "H", "C", "H", "C", "C", "H", "C", "C", "C", "C", "H", "C", "H", "H", "H", "H", "H", "H", "N", "H", "C", "H", "H", "C", "H", "H", "C", "N", "C", "H", "C", "C", "C", "H", "H", "H", "H", "H", "H", "C", "C", "C", "N", "H", "H", "C", "N", "S", "H", "H", "H", "H", "S", "C", "C", "H", "H", "C", "H", "H", "C", "H", "N", "C", "C", "C", "C", "N", "N", "H", "H", "C", "H", "H", "H", "C", "O", "C", "S", "C", "H", "C", "N", "H", "N", "C", "C", "S", "C", "H", "H", "H", "C", "H", "C", "H", "H", "C", "H", "H", "H", "H", "H", "H", "C", "C", "H", "H", "H", "B", "Rb", "H", "C", "C", "H", "N", "H", "C", "H", "H", "H", "P", "H", "N", "H", "C", "H", "H", "H", "H", "N", "H"],
  "positions_angstrom": [[3.46, -3.69, 2.10], [-1.32, -1.68, 6.27], [-0.33, 6.51, -1.28], [-2.76, 7.11, -0.22], [3.65, -0.71, -1.66], [0.04, -2.10, 3.95], [-0.40, -0.28, 6.85], [1.21, -5.19, -4.65], [-0.69, 4.53, 0.64], [-8.74, 3.18, 3.27], [-1.17, 0.57, 2.94], [-8.96, 0.73, 4.41], [-2.17, 0.56, 4.94], [-2.78, 7.43, -1.97], [0.21, 5.12, 0.68], [0.77, -2.77, 4.42], [3.40, -5.93, 2.67], [-8.03, 0.35, 1.47], [3.29, -0.45, -2.67], [-2.27, 3.03, 0.97], [5.02, -3.65, 2.95], [2.48, 2.72, -4.87], [-0.56, -4.69, -3.47], [2.09, 2.32, -1.50], [4.40, -5.65, 2.32], [5.15, -2.16, -3.45], [-7.34, 0.13, 3.98], [2.81, 2.67, -3.51], [-1.65, 4.65, -0.36], [0.60, -0.80, -5.19], [0.54, -3.34, -3.72], [6.46, -1.35, -1.96], [-7.93, 1.02, 4.17], [5.12, -3.77, 0.79], [2.81, -0.64, -0.96], [4.35, -7.42, 1.07], [-8.78, 3.87, 2.42], [4.96, 0.09, -0.16], [-3.75, 6.10, -1.29], [4.02, -6.27, -1.07], [1.33, -0.08, 4.77], [0.22, 2.23, -4.34], [-4.77, 3.58, 2.27], [-2.32, 1.28, 2.86], [3.26, 2.91, -5.60], [3.32, -3.52, -4.03], [1.19, 2.49, -5.30], [0.39, -0.92, -4.03], [-1.46, 1.90, -4.54], [6.76, -1.58, -0.93], [-0.33, 7.27, -2.07], [0.41, -1.82, 6.59], [-0.93, -2.58, 3.96], [-0.02, 0.37, 1.71], [-1.64, 5.06, -2.80], [-0.02, -0.80, 4.76], [7.34, -1.52, -2.60], [-0.58, 3.08, 2.29], [3.91, -5.70, -0.14], [4.33, -4.71, -3.20], [1.11, -5.77, -1.95], [-2.62, 3.71, -0.15], [-9.76, 2.87, 3.50], [-0.51, 1.83, -2.14], [6.00, 0.09, -2.05], [-1.62, 5.70, -1.41], [-7.93, 1.93, 2.94], [4.66, -6.38, 1.00], [4.37, -4.32, -0.35], [-1.07, 0.10, 4.22], [-2.55, 1.45, -2.38], [3.26, -5.73, -5.15], [1.17, -4.69, -2.18], [2.66, -6.47, -3.67], [-8.57, 1.92, 0.87], [0.55, 5.88, -1.42], [0.50, -4.42, -3.52], [0.82, -0.64, -6.37], [4.47, -4.12, 2.13], [-5.55, -0.20, 2.08], [-8.58, 1.25, 1.73], [0.95, 2.48, -6.35], [4.73, 0.27, -1.22], [-4.44, 2.27, 1.99], [-7.51, 1.55, 5.03], [2.56, -4.24, -2.19], [0.54, 2.16, -2.98], [-6.05, 3.62, 2.65], [-4.04, 3.46, -1.06], [5.34, -2.31, -2.37], [-9.61, 0.99, 1.97], [0.68, -4.17, -1.36], [3.84, 2.84, -3.21], [2.65, -5.55, -4.26], [4.36, 1.30, -1.30], [-2.81, 6.64, -1.21], [5.11, -5.99, 3.08], [0.35, -1.92, 2.93], [1.85, 2.39, -2.56], [1.63, 0.18, 3.75], [5.66, -3.34, -2.22], [5.14, -2.69, 0.66], [-8.35, 3.71, 4.14], [1.22, -4.58, -5.56], [-0.26, 7.03, -0.32], [-1.59, 1.68, -2.83], [-5.52, 1.48, 2.21], [1.28, 0.83, 5.37], [5.73, -6.38, 0.77], [0.66, -6.11, -4.90], [-3.03, 1.79, 1.54], [0.12, -1.10, -1.17], [-6.66, 4.47, 2.91], [-2.92, 1.29, 4.10], [-0.37, -1.16, 6.21], [-2.53, 4.46, -2.94], [4.14, -2.08, -1.60], [-3.10, 0.92, 0.73], [3.29, -4.44, -3.43], [-1.61, 5.86, -3.55], [5.78, 0.34, -3.09], [-3.86, 1.78, 4.28], [3.11, -3.26, -0.90], [2.09, -0.74, 5.19], [2.04, -2.75, 0.04], [-2.33, 0.33, 5.98], [-1.08, 3.52, 1.44], [-0.76, 4.43, -2.93], [6.79, 0.78, -1.72], [2.83, -5.72, 0.11], [-4.06, 4.38, 2.14], [-6.54, 2.32, 2.61], [6.16, -4.12, 0.76]]
}